19
Properties=species:S:1:pos:R:3:forces:R:3:mulliken_charge:R:1 method="wB97M-V/def2-TZVPD" orbital_gap_ev=3.2 de_lowest_kj_mol=656.5 spin_multiplicity=1
O 1.302 0.461 -1.651 -0.40 -0.53 -0.45 -0.63
C 0.308 -0.204 -1.324 0.85 1.27 0.74 0.40
N 0.101 -0.403 0.044 0.18 0.56 -1.13 -0.14
C -1.153 -0.147 0.707 -0.94 0.21 0.43 -0.43
C -0.797 -0.331 2.201 -0.34 -1.20 -1.05 -0.74
S 0.224 0.923 2.835 0.20 0.40 0.03 -0.22
C -0.571 -0.847 -2.246 0.47 -1.31 0.65 -0.03
C -0.149 -0.923 -3.650 0.01 1.45 0.29 -1.08
H 0.890 0.113 0.472 -0.39 -0.45 0.53 0.24
H -1.647 0.799 0.437 0.79 0.46 0.30 0.34
H -1.951 -0.819 0.389 0.25 -0.80 0.09 0.33
H -1.620 -0.608 2.862 -0.24 0.31 -0.06 0.38
H -0.262 -1.307 2.091 0.30 0.31 0.46 0.30
H 2.272 2.574 0.120 0.16 0.07 0.12 -0.16
H 2.761 2.855 0.612 -0.15 -0.07 -0.14 0.16
H -1.296 -1.489 -1.750 -0.37 0.18 -0.57 0.31
H 0.447 -0.018 -3.777 -0.03 0.15 -0.36 0.33
H -0.945 -0.948 -4.377 -0.37 -0.27 -0.12 0.34
H 0.583 -1.690 -3.875 0.03 -0.72 0.24 0.31

---

19
Properties=species:S:1:pos:R:3:forces:R:3:mulliken_charge:R:1 method="wB97M-V/def2-TZVPD" orbital_gap_ev=9.7 de_lowest_kj_mol=501.2 spin_multiplicity=1
C 1.082 2.048 0.196 1.47 2.80 0.62 -0.74
C -2.184 -0.766 -0.266 -1.01 1.87 0.50 -0.47
C -1.192 -1.800 0.219 -1.87 -2.09 -4.77 -0.60
C -0.913 -0.951 -0.979 -0.83 1.83 0.84 0.43
C -0.225 -0.127 -1.758 0.26 -1.75 -0.22 -1.04
N 2.007 -0.361 0.848 -1.38 3.01 -0.02 -0.61
O 0.707 0.883 2.643 0.37 1.05 1.86 -0.68
S 0.573 0.657 1.227 0.92 -1.25 -2.35 0.61
H 0.253 2.861 0.176 1.42 -1.36 0.23 0.27
H 2.143 2.507 0.482 -2.40 -0.89 0.00 0.29
H -3.063 -1.086 -0.765 -0.68 -0.89 -0.38 0.28
H -2.502 0.241 0.234 1.40 -1.95 -0.45 0.15
H -0.615 -1.621 1.006 2.14 0.45 3.40 0.35
H -1.386 -2.886 -0.076 0.04 1.55 0.87 0.18
H -0.731 0.659 -2.290 -0.03 0.30 0.02 0.33
H 0.792 -0.367 -2.022 0.33 0.20 -0.19 0.42
H 1.277 1.735 -0.824 -0.42 -0.46 -0.03 0.26
H 1.674 -1.011 0.180 0.11 -1.44 -0.14 0.27
H 2.303 -0.615 1.770 0.15 -0.99 0.20 0.28

---

19
Properties=species:S:1:pos:R:3:forces:R:3:mulliken_charge:R:1 method="wB97M-V/def2-TZVPD" orbital_gap_ev=9.5 de_lowest_kj_mol=219.5 spin_multiplicity=1 smiles="C=C(CN)SCOC"
C -2.524 -0.058 0.870 1.32 -0.84 0.05 -0.68
C -1.268 -0.291 -1.117 0.40 0.03 0.03 -0.51
C 1.328 -0.700 -0.055 -0.11 0.21 -0.17 0.85
C 2.068 -1.244 0.904 0.33 -0.48 0.68 -0.87
C 1.703 0.632 -0.705 -1.04 -0.14 -1.31 -1.20
H -3.402 -0.490 0.453 -0.78 -0.56 -0.66 0.30
H -2.840 0.712 1.512 -0.22 0.89 1.04 0.26
H -1.953 -0.845 1.411 -0.36 0.54 -0.22 0.29
H -2.110 -0.823 -1.552 -0.11 -0.22 -0.25 0.40
H -0.773 0.311 -1.885 -0.26 0.04 0.19 0.29
H 3.017 -0.786 1.220 -0.45 -0.14 -0.26 0.26
H 1.787 -2.170 1.443 0.09 0.68 -0.50 0.26
H 2.771 0.745 -0.652 0.56 -0.11 -0.16 0.47
H 1.388 0.638 -1.810 0.63 -0.12 1.52 0.29
H 0.096 1.714 -0.079 0.74 0.25 0.18 0.33
H 1.416 1.874 0.847 0.43 0.12 1.59 0.28
N 1.123 1.819 -0.086 -1.40 -0.34 -1.64 -0.57
O -1.719 0.568 -0.109 0.19 0.03 -0.21 -0.37
S -0.107 -1.606 -0.612 0.03 0.18 0.10 -0.12

---

19
Properties=species:S:1:pos:R:3:forces:R:3:mulliken_charge:R:1 method="wB97M-V/def2-TZVPD" s2=2.007 orbital_gap_ev="5.2 / 7.2" de_lowest_kj_mol=87.9 spin_multiplicity=3
C 1.706 -0.415 -0.546 -0.53 1.47 5.00 -0.09
C 0.923 0.811 1.404 2.45 -4.89 0.50 -0.83
C 2.401 1.003 1.017 1.55 -0.15 1.22 -0.49
C 0.835 -0.645 0.616 -3.99 3.57 -1.60 -0.06
C -1.095 -2.799 0.028 -1.82 -1.24 -0.05 -0.96
N 2.336 0.770 -0.414 2.81 3.66 -1.66 -0.23
O 1.759 -1.150 -1.513 0.29 -3.91 -5.52 -0.41
Si -0.999 -0.956 -0.100 0.64 0.49 1.51 0.32
H 0.639 0.596 2.461 0.53 0.55 -0.76 0.31
H 0.333 1.506 0.936 -1.53 1.69 -0.99 0.42
H 2.839 1.977 1.234 -0.09 0.10 -0.08 0.39
H 3.076 0.182 1.526 -1.25 1.42 -0.66 0.23
H 1.077 -1.484 1.141 0.76 -2.26 2.02 0.47
H -0.135 -3.164 -0.353 -0.23 -0.52 0.44 0.28
H -1.481 -3.241 1.025 1.36 0.97 -1.26 0.27
H -1.902 -3.177 -0.634 0.54 0.09 -0.10 0.33
H 3.122 1.049 -1.098 -1.56 -0.86 1.94 0.30
H -1.054 -0.308 -1.472 -0.18 -0.42 0.61 -0.11
H -2.059 -0.464 0.866 0.27 0.23 -0.57 -0.16

---

18
Properties=species:S:1:pos:R:3:forces:R:3:mulliken_charge:R:1 method="wB97M-V/def2-TZVPD" orbital_gap_ev="8.2 / 8.0" de_lowest_kj_mol=511.1 spin_multiplicity=1
C -3.054 -1.139 0.216 0.39 -1.76 0.48 -0.49
C -2.875 0.290 -0.228 -0.89 1.25 -1.56 -0.29
C 2.737 -0.115 0.773 -1.00 -1.69 1.74 -1.07
C 1.913 0.915 0.138 -0.48 0.54 -2.35 -0.38
C 0.995 0.254 -1.002 1.33 -0.10 2.54 -0.57
N 0.153 -0.736 -0.554 -0.61 -0.33 0.12 -0.32
S -2.042 -0.035 1.287 -0.04 -0.45 0.87 -0.14
H -4.068 -1.453 0.629 1.47 0.69 -0.52 0.27
H -2.430 -2.080 -0.127 -1.26 2.46 0.13 0.25
H -2.183 0.574 -1.109 -1.44 -0.70 1.42 0.18
H -3.807 0.973 -0.062 1.78 -1.35 -0.73 0.25
H 2.014 -0.966 1.045 1.20 1.12 0.15 0.28
H 3.327 -0.539 -0.006 1.19 -0.37 -0.21 0.31
H 3.304 0.245 1.671 -0.35 -0.52 -0.95 0.31
H 2.495 1.743 -0.282 0.11 -0.31 -0.38 0.31
H 1.256 1.407 0.763 -1.51 0.82 1.79 0.34
H 0.568 0.989 -1.608 -0.94 1.34 -1.19 0.39
H 1.697 -0.326 -1.545 1.04 -0.64 -1.34 0.36

---

18
Properties=species:S:1:pos:R:3:forces:R:3:mulliken_charge:R:1 method="wB97M-V/def2-TZVPD" orbital_gap_ev=9.2 de_lowest_kj_mol=170.8 spin_multiplicity=1 smiles=CNC[C@@H]1C[C@H]1S
C 2.143 0.649 -0.108 -3.05 -0.49 -0.29 -0.74
C 0.511 -1.235 0.269 -0.85 1.31 -1.46 -0.79
C -0.613 -0.320 -0.337 1.58 -1.58 0.67 0.25
C -0.853 0.968 0.350 -0.14 0.81 0.36 -0.75
C -1.834 -0.158 0.536 1.50 0.59 -1.03 -0.28
H 2.208 0.914 0.947 0.24 0.39 -0.12 0.25
H 3.066 0.818 -0.647 0.06 0.17 0.06 0.36
H 1.207 1.259 -0.576 2.65 -1.11 0.84 0.19
H 2.020 -1.063 -1.090 -0.05 -0.79 -0.88 0.30
H 0.278 -2.270 0.046 0.43 -0.26 -0.47 0.36
H 0.425 -1.199 1.334 0.06 0.40 0.94 0.32
H -0.664 -0.283 -1.453 -0.27 -0.27 1.09 0.23
H -1.058 1.722 -0.381 -0.64 0.63 -0.03 0.35
H -0.238 1.368 1.171 -0.35 -0.63 -0.29 0.24
H -1.730 -0.650 1.486 -0.32 -0.24 0.22 0.26
H -3.296 0.584 -1.263 0.12 -0.91 1.34 0.11
N 1.853 -0.834 -0.140 0.45 1.12 0.34 -0.40
S -3.428 -0.270 -0.146 -1.42 0.85 -1.29 -0.26

---

18
Properties=species:S:1:pos:R:3:forces:R:3:mulliken_charge:R:1 method="wB97M-V/def2-TZVPD" s2=2.038 orbital_gap_ev="7.8 / 6.4" de_lowest_kj_mol=412.8 spin_multiplicity=3
C -0.809 1.320 -1.275 -1.97 1.95 -0.21 -0.63
C 0.523 0.035 1.891 0.03 1.20 3.02 -1.15
C -0.741 0.399 -0.334 -0.65 0.37 -0.59 0.56
C -1.911 -0.270 0.271 1.66 -0.54 0.41 -1.41
C 1.261 -1.578 0.045 -4.20 -0.03 -2.72 -0.97
N 1.820 0.662 -1.905 0.68 0.29 -0.54 -0.47
S 0.925 0.220 0.244 0.58 -2.23 1.48 0.45
H 0.142 1.734 -1.489 0.42 0.75 -0.90 0.29
H -1.751 1.897 -1.662 1.75 -1.71 0.67 0.26
H 1.240 -0.080 2.767 0.07 -0.53 -1.85 0.25
H 0.077 0.970 2.215 -0.63 0.49 -0.16 0.35
H -1.853 -0.352 1.323 0.62 -0.55 1.11 0.45
H -2.731 0.320 0.163 -2.46 1.88 -0.88 0.49
H -2.126 -1.199 -0.177 -0.09 -1.31 -0.42 0.28
H 0.794 -1.771 -1.009 1.57 0.10 1.51 0.27
H 2.288 -1.744 0.099 1.54 -0.54 0.11 0.40
H 0.554 -2.165 0.711 1.41 1.02 -0.26 0.36
H 2.296 1.601 -1.880 -0.32 -0.61 0.20 0.22

---

18
Properties=species:S:1:pos:R:3:forces:R:3:mulliken_charge:R:1 method="wB97M-V/def2-TZVPD" orbital_gap_ev=7.3 de_lowest_kj_mol=30.3 total_charge=-1 spin_multiplicity=1
C 1.269 -0.573 -0.880 -1.13 0.40 -0.34 0.21
C 0.834 0.695 -1.653 0.54 -0.25 0.24 -1.13
C 1.285 -1.822 -1.819 0.59 -0.24 0.40 0.41
O 1.926 -2.812 -1.396 -0.03 0.10 -0.01 -0.76
O 0.605 -1.721 -2.861 -0.06 0.04 -0.10 -0.72
H 2.135 -0.393 -0.243 0.31 -0.34 -0.35 0.34
H 0.456 -0.832 -0.188 0.14 0.08 0.14 -0.29
H 1.223 0.643 -2.667 0.00 0.00 -0.10 0.39
H 1.213 1.619 -1.200 -0.23 -0.04 0.14 0.33
H -0.249 0.715 -1.734 -0.10 0.22 -0.08 0.22
C -1.812 0.034 2.128 -0.10 0.33 0.47 -0.88
C -0.865 1.056 1.524 0.01 0.63 -0.08 -0.67
H -2.858 0.294 1.972 -0.08 -0.05 -0.41 0.27
H -1.611 -0.953 1.716 -0.10 -0.06 0.14 0.30
H -1.729 0.021 3.221 0.28 -0.26 -0.11 0.27
H -0.935 1.087 0.438 0.07 -0.16 -0.02 0.08
H -1.058 2.084 1.855 -0.20 -0.18 0.15 0.38
H 0.170 0.857 1.788 0.09 -0.20 -0.09 0.27

---

18
Properties=species:S:1:pos:R:3:forces:R:3:mulliken_charge:R:1 method="wB97M-V/def2-TZVPD" orbital_gap_ev=7.7 de_lowest_kj_mol=29.3 total_charge=-1 spin_multiplicity=1
C -2.258 2.324 -0.737 -0.60 0.76 -0.03 -0.80
C -0.823 2.669 -0.266 -0.76 0.04 0.20 0.49
O -0.332 3.718 -0.727 0.35 -0.02 -0.02 -0.73
O -0.365 1.851 0.561 0.51 0.01 0.07 -0.68
H -2.930 2.162 0.105 0.26 -0.58 0.29 0.24
H -2.252 1.453 -1.393 -0.10 -0.02 0.02 0.17
H -2.735 3.185 -1.217 0.34 -0.10 -0.53 0.30
C 0.667 -1.046 0.344 0.89 -0.97 0.12 0.09
C 1.623 -1.411 -0.804 -0.95 0.22 -0.09 -1.16
C 0.791 -2.103 1.441 0.21 0.10 0.77 -1.28
H -0.364 -1.097 0.019 -0.20 0.66 -0.25 0.21
H 0.977 -0.056 0.668 -0.78 0.08 0.23 0.24
H 1.520 -2.471 -1.037 0.29 -0.13 -0.12 0.31
H 1.337 -0.844 -1.696 0.26 -0.02 0.04 0.30
H 0.461 -3.091 1.104 0.15 0.02 -0.17 0.32
H 0.223 -1.906 2.357 -0.22 0.30 -0.26 0.34
H 2.642 -1.155 -0.525 0.16 -0.18 -0.10 0.34
H 1.820 -2.181 1.802 0.18 -0.17 -0.19 0.32

---

18
Properties=species:S:1:pos:R:3:forces:R:3:mulliken_charge:R:1 method="wB97M-V/def2-TZVPD" orbital_gap_ev=7.2 de_lowest_kj_mol=204.2 total_charge=-1 spin_multiplicity=1
C -1.123 0.068 0.502 -0.27 -0.83 0.21 -0.37
O -1.753 -0.428 1.613 0.08 -0.02 -0.11 -0.74
C -0.202 -0.987 -0.152 0.04 0.39 -0.42 -0.62
C 0.771 -0.351 -1.164 0.06 0.25 0.25 -0.53
C 2.044 0.211 -0.569 -0.19 -0.33 -0.58 -0.11
C 3.158 0.452 -1.251 0.08 0.17 -0.17 -0.79
H -0.484 0.939 0.735 -0.06 0.35 -0.15 0.15
H -1.859 0.336 -0.293 0.27 0.43 0.06 0.20
H 0.328 -1.508 0.644 0.07 -0.18 0.03 0.36
H -0.827 -1.694 -0.704 0.01 -0.19 0.27 0.25
H 0.244 0.501 -1.611 -0.07 -0.04 -0.14 0.25
H 1.026 -1.030 -1.982 0.01 0.01 0.02 0.38
H 2.007 0.439 0.486 0.02 0.09 0.25 0.31
H 3.286 0.293 -2.324 -0.34 -0.19 0.22 0.26
H 4.017 0.901 -0.783 0.21 0.07 0.29 0.26
H -4.377 0.590 2.225 0.02 -0.02 -0.01 0.21
H -2.702 0.306 2.070 -0.35 0.33 0.33 0.39
O -3.556 0.962 2.558 0.43 -0.30 -0.34 -0.85